No. 1
C4H12S2 | ωB97M-V/def2-TZVPD

Results
HOMO level (eV): -8.42
HOMO-LUMO gap (eV): 9.177
SMILES: CCS.CSC
LUMO energy (eV): 0.8

CARTESIAN COORDINATES (ANGSTROEM)
C1 0.438 -0.038 -3.767
C2 -0.652 -0.900 -3.171
S1 -0.445 -0.596 -1.195
H1 0.116 0.930 -4.343
H2 1.211 0.175 -3.080
H3 0.802 -0.724 -4.592
H4 -0.654 -2.074 -3.189
H5 -1.693 -0.632 -3.362
H6 0.594 -0.878 -0.399
C3 1.109 -0.567 2.036
S2 0.457 0.894 2.890
C4 -0.963 1.108 1.772
H7 1.455 -0.177 1.060
H8 2.024 -0.713 2.656
H9 0.565 -1.488 2.198
H10 -1.067 2.024 1.200
H11 -1.809 0.955 2.442
H12 -1.328 0.214 1.064


No. 2
C3H4NO2S | ωB97M-V/def2-TZVPD

Results
HOMO level (eV): -16.61
HOMO-LUMO gap (eV): 10.376
Total charge: +1
SMILES: C#[N+]S(=O)(=O)C=C
LUMO energy (eV): -6.2

CARTESIAN COORDINATES (ANGSTROEM)
C1 -1.589 -2.255 0.432
C2 1.956 0.747 0.139
C3 0.917 0.658 -0.619
N1 -1.121 -1.234 0.261
O1 -1.010 1.162 1.404
O2 -1.769 1.215 -1.137
S1 -0.753 0.859 0.053
H1 -2.197 -3.081 0.224
H2 2.908 0.488 -0.356
H3 1.956 1.118 1.251
H4 0.702 0.321 -1.652


What is the LUMO energy in the second record?
-6.2 eV


The lowest HOMO level belongs to which entry?
C3H4NO2S


Which formula does entry 1 have?
C4H12S2


Look up the HOMO level of the second one.
-16.61 eV